Density functional theory data (the ωB97M-V functional and the def2-TZVPD basis) for a structure of composition C5H6O3 in a non-equilibrium geometry.

Element x y z (Å)
C (1.702, -1.047, 0.222)
C (0.536, -0.102, 0.084)
C (0.771, 1.284, 0.022)
C (-0.727, -0.734, -0.378)
C (-2.268, -0.030, -0.056)
H (2.294, -0.763, -0.705)
H (1.255, -1.955, -0.265)
H (2.312, -0.964, 1.045)
H (1.837, 1.638, 0.031)
H (-0.862, -1.886, -0.298)
H (-1.278, 1.779, 0.021)
O (-0.094, 2.241, 0.002)
O (-2.225, 1.300, 0.056)
O (-3.250, -0.761, 0.220)

Computed properties:
LUMO (eV): -1.987
E_HOMO (eV): -10.27
Relative energy (zero: lowest compared OMol25 entry of this formula, charge and spin) (kcal/mol): 66.3
Frontier orbital gap (eV): 8.288
Electronic energy (Ha): -419.73376

Results of the natural (NBO) charge analysis, in e, for atoms 1 through 5: atom 1 (C): -0.64, atom 2 (C): -0.17, atom 3 (C): 0.39, atom 4 (C): -0.14, atom 5 (C): 0.78